1.
Entry from the OMol25 dataset: a cluster of 5 separate species, C31H68N4O10S3Si in total at a distorted geometry (the ωB97M-V functional and the def2-TZVPD basis).

The geometry in XYZ format:
```
117
Properties=species:S:1:pos:R:3:lowdin_charge:R:1
C -4.0448 -1.8301 -1.7849 -0.09
C -2.6423 -1.8741 -2.3973 -0.24
N -1.6270 -1.0150 -1.7532 -0.20
C -0.7859 -1.7216 -0.7801 -0.26
C -1.5152 -2.4573 0.3431 -0.09
C -2.0230 0.2632 -1.4740 -1.07
S -2.8105 1.2081 -2.5663 0.68
S -1.5947 0.9188 0.1273 0.92
C -2.9898 2.0272 0.4432 -0.49
C -2.9728 2.3400 1.9512 -0.33
C -2.1730 3.6177 2.2973 -0.24
Si -1.3057 3.4347 3.9532 0.62
C -2.3804 3.9760 5.3853 -0.30
C -3.5203 3.0176 5.7731 -0.51
S -3.0328 1.7979 7.0262 0.99
C -2.2246 0.6423 6.0038 -0.72
N -1.1082 0.0322 6.2136 0.06
N -0.9176 -0.8140 5.1232 0.07
C -1.9250 -0.6245 4.3491 -0.20
O -2.8130 0.2658 4.8362 0.00
N 0.1848 4.3730 4.0412 -0.17
C 1.1130 3.7976 5.0365 -0.11
C 0.7826 4.6278 2.7661 -0.54
C 1.4667 3.4889 2.0383 0.00
O 0.7105 5.7208 2.2668 0.10
H -4.7103 -1.1787 -2.3493 0.06
H -4.0326 -1.5218 -0.7377 0.07
H -4.4770 -2.8348 -1.8114 0.08
H -2.7106 -1.5638 -3.4435 0.09
H -2.2320 -2.8838 -2.4052 0.11
H -0.0347 -1.0273 -0.3991 0.09
H -0.2261 -2.4645 -1.3580 0.12
H -2.2839 -1.8464 0.8167 0.04
H -1.9903 -3.3642 -0.0415 0.08
H -0.7978 -2.7816 1.1013 0.08
H -2.8904 2.9467 -0.1318 0.07
H -3.9099 1.5405 0.1224 0.07
H -2.5182 1.4807 2.4570 0.04
H -3.9952 2.3961 2.3302 0.11
H -2.8689 4.4599 2.3705 0.09
H -1.4709 3.8603 1.4953 0.08
H -0.9166 2.0044 4.0888 0.04
H -2.8093 4.9496 5.1240 0.08
H -1.7428 4.1483 6.2579 0.07
H -3.9285 2.4847 4.9144 0.06
H -4.3443 3.5603 6.2410 0.07
H -2.1177 -1.0847 3.3920 0.13
H 1.7094 4.5863 5.5012 0.09
H 0.5536 3.2917 5.8280 0.07
H 1.7905 3.0530 4.6126 0.08
H 2.3179 3.1069 2.6028 0.08
H 0.7799 2.6470 1.9028 0.07
H 1.8230 3.8497 1.0752 0.08
C 3.6016 6.6316 -2.0595 -0.12
O 2.7713 7.4018 -1.2149 -0.19
C 2.8902 7.0675 0.1616 -0.21
C 3.7779 8.0400 0.9032 -0.20
O 5.1251 7.9921 0.4563 -0.19
C 5.4632 9.0367 -0.4346 -0.12
H 3.5973 7.1032 -3.0412 0.09
H 4.6292 6.5899 -1.6894 0.08
H 3.2162 5.6102 -2.1606 0.09
H 3.2777 6.0489 0.2737 0.12
H 1.8919 7.0944 0.5988 0.11
H 3.7764 7.7759 1.9650 0.13
H 3.3797 9.0552 0.8071 0.13
H 5.5585 9.9893 0.0986 0.09
H 4.7210 9.1455 -1.2293 0.08
H 6.4253 8.7871 -0.8795 0.09
C 1.1376 -0.6551 8.3368 -0.12
O 1.8670 -0.4845 9.5444 -0.19
C 2.1027 -1.6916 10.2427 -0.21
C 3.5044 -2.2160 10.0182 -0.21
O 3.7215 -2.6013 8.6717 -0.19
C 4.4146 -1.6334 7.9080 -0.11
H 1.1978 0.2751 7.7787 0.07
H 1.5526 -1.4634 7.7298 0.08
H 0.0860 -0.8644 8.5463 0.07
H 1.3702 -2.4528 9.9541 0.13
H 1.9737 -1.4864 11.3105 0.12
H 3.6553 -3.1034 10.6407 0.12
H 4.2362 -1.4606 10.3234 0.13
H 5.4745 -1.6041 8.1850 0.09
H 3.9835 -0.6373 8.0335 0.08
H 4.3328 -1.9256 6.8624 0.09
C 1.9286 -3.0629 -7.2556 -0.10
O 0.5701 -3.4626 -7.2344 -0.20
C 0.2343 -4.2849 -6.1313 -0.20
C -0.4671 -3.5082 -5.0390 -0.21
O 0.3791 -2.5409 -4.4441 -0.20
C 0.1579 -1.2229 -4.9234 -0.10
H 2.0232 -2.2758 -8.0014 0.09
H 2.2490 -2.6760 -6.2856 0.08
H 2.5754 -3.8996 -7.5412 0.09
H 1.1265 -4.7763 -5.7304 0.13
H -0.4428 -5.0643 -6.4960 0.11
H -0.7713 -4.2085 -4.2532 0.12
H -1.3702 -3.0348 -5.4391 0.13
H -0.7745 -0.8197 -4.5134 0.07
H 0.1186 -1.1879 -6.0145 0.09
H 0.9857 -0.6058 -4.5788 0.09
C -2.6536 -8.0799 -11.1514 -0.11
O -3.2121 -7.6326 -9.9304 -0.19
C -2.7432 -8.3400 -8.7965 -0.21
C -1.6691 -7.5757 -8.0538 -0.22
O -0.4908 -7.4261 -8.8240 -0.19
C -0.3654 -6.1487 -9.4293 -0.09
H -2.9067 -7.3442 -11.9128 0.09
H -1.5665 -8.1687 -11.0891 0.08
H -3.0773 -9.0474 -11.4424 0.09
H -2.3641 -9.3252 -9.0872 0.13
H -3.5961 -8.4901 -8.1272 0.12
H -1.4034 -8.1331 -7.1495 0.13
H -2.0559 -6.5972 -7.7481 0.12
H -0.0920 -5.3893 -8.6923 0.06
H -1.2879 -5.8485 -9.9321 0.09
H 0.4310 -6.2143 -10.1691 0.09
```

Values from the calculation:
LUMO = 0.24 eV
frontier orbital gap = 0.321 Ha
energy = -3677.2527 Ha
total charge = 0
strongest force on any atom = 1.46 eV/A
2S+1 = 1

***

2.
Entry from the OMol25 dataset: a structure of composition C31H69BF4N7O26STl at a distorted geometry (the ωB97M-V functional and the def2-TZVPD basis).

The geometry in XYZ format:
```
140
Properties=species:S:1:pos:R:3:lowdin_charge:R:1
Tl 0.3795 -2.5436 -2.2236 1.13
B 1.2343 -6.0136 -5.3853 -0.86
F 1.1034 -7.2317 -5.8525 0.27
F 2.2530 -5.7813 -4.6156 0.30
F 0.4533 -5.0896 -5.9336 0.26
F 1.2947 -2.7727 -3.9677 -0.37
S -0.8778 -0.7606 -0.0915 0.34
O -1.1740 -1.9373 -1.1357 -0.42
O -2.1434 -0.0633 -0.0297 -0.34
O -0.5231 -1.3918 1.1732 -0.34
O 0.1800 0.1012 -0.6895 -0.35
C -4.3078 -1.3285 1.9155 0.04
N -5.5392 -2.0311 1.5204 -0.41
O -5.4306 -3.0025 0.7669 0.04
O -6.6063 -1.5898 1.9658 0.05
H -3.5452 -2.0577 2.0437 0.08
H -4.4117 -0.7598 2.8239 0.09
H -4.1195 -0.6735 1.0986 0.05
C 2.4827 2.4941 -0.5313 0.08
N 3.1308 2.9140 -1.8884 -0.39
O 3.7202 2.0814 -2.5793 0.01
O 2.9704 4.0881 -2.2388 0.04
H 2.4082 3.4551 0.0178 0.10
H 3.0819 1.6939 -0.1090 0.09
H 1.4771 2.2942 -0.7861 0.04
C 1.7858 5.0755 4.9213 0.06
N 1.3336 4.5487 3.5784 -0.47
O 0.2609 4.8753 3.1874 0.07
O 2.0708 3.7825 2.9906 0.04
H 1.0400 5.8485 5.1214 0.09
H 2.7647 5.5440 4.7770 0.10
H 1.6995 4.2048 5.5755 0.10
C 3.7141 0.1094 4.1373 0.07
N 4.0751 -0.1393 5.5714 -0.41
O 3.3520 -0.8267 6.2675 0.03
O 5.1854 0.1995 5.9668 0.05
H 3.1407 -0.7682 3.9347 0.08
H 4.5880 0.1710 3.5607 0.08
H 3.0738 0.9920 4.0777 0.09
C -1.8655 3.2837 -0.7865 0.05
N -1.3083 3.4176 -2.1150 -0.39
O -1.8048 4.2956 -2.8573 0.03
O -0.3571 2.7570 -2.4448 0.07
H -2.9199 3.1825 -0.9489 0.08
H -1.7314 4.2187 -0.2062 0.12
H -1.5155 2.3435 -0.3369 0.09
C -0.7353 0.0507 3.6055 0.05
N -0.4077 0.8476 4.8321 -0.42
O -1.2179 0.9056 5.6979 0.09
O 0.5509 1.6386 4.7633 0.01
H -1.2016 -0.8547 3.8765 0.08
H 0.2190 -0.2001 3.1178 0.09
H -1.3199 0.6612 2.9465 0.10
C 8.2075 2.6324 -0.2655 0.05
N 7.0399 3.5237 0.0007 -0.46
O 5.9383 3.1300 -0.3192 0.05
O 7.2442 4.5931 0.5005 0.08
H 8.2514 2.4329 -1.3370 0.10
H 8.0269 1.6709 0.2298 0.10
H 9.1078 3.1114 0.0866 0.09
C 4.4074 -5.7935 5.8164 -0.04
C 3.9509 -4.4219 5.4611 -0.53
O 4.3288 -3.9411 4.4258 0.06
C 2.9332 -3.8773 6.4152 -0.03
H 5.4102 -5.7762 6.1925 0.08
H 4.4698 -6.4149 4.9049 0.10
H 3.8961 -6.2623 6.6687 0.08
H 2.0764 -4.5664 6.4121 0.09
H 2.5411 -2.9093 6.0356 0.07
H 3.3854 -3.8520 7.4418 0.11
C -5.8381 2.3401 -2.8467 -0.02
C -4.7767 1.3270 -2.5366 -0.49
O -3.8489 1.2172 -3.3103 0.06
C -4.7812 0.5664 -1.2452 -0.03
H -5.9440 3.1680 -2.1588 0.07
H -6.8355 1.8696 -2.7983 0.09
H -5.6227 2.8406 -3.7756 0.08
H -3.9295 -0.0953 -1.2938 0.05
H -5.6463 -0.1144 -1.1508 0.10
H -4.7174 1.2085 -0.3593 0.07
C -2.8742 -5.3252 -3.9669 0.01
C -2.4755 -4.3238 -2.8893 -0.40
O -1.2806 -4.1643 -2.6626 -0.03
C -3.5464 -3.7106 -2.0067 0.01
H -3.3676 -6.1819 -3.4748 0.10
H -2.0317 -5.6778 -4.5802 0.08
H -3.5115 -4.8487 -4.6787 0.08
H -3.1296 -3.5689 -1.0292 0.05
H -4.4811 -4.3223 -2.1331 0.11
H -3.7909 -2.6731 -2.3288 0.11
C 1.3768 -4.2578 2.0137 0.00
C 0.3604 -4.3035 0.8988 -0.41
O 0.7351 -4.2364 -0.2918 -0.02
C -1.0742 -4.6096 1.2991 0.02
H 1.0925 -4.9491 2.8066 0.09
H 1.3215 -3.2494 2.4211 0.09
H 2.3800 -4.5325 1.6752 0.09
H -1.1166 -5.6635 1.5169 0.10
H -1.6768 -4.3773 0.4516 0.06
H -1.3266 -3.9121 2.0953 0.09
C 3.8115 -1.9849 0.6147 0.02
C 3.2274 -2.5867 -0.6165 -0.44
O 2.2394 -2.0274 -1.0879 -0.01
C 3.9406 -3.7481 -1.1845 0.03
H 4.3082 -2.7816 1.1602 0.09
H 3.0448 -1.4635 1.2100 0.10
H 4.5233 -1.2794 0.2841 0.09
H 4.5734 -4.1456 -0.4271 0.07
H 4.5814 -3.1812 -1.9290 0.15
H 3.3422 -4.5376 -1.5815 0.09
C -0.8243 0.3993 -5.0308 0.00
C 0.4154 0.4847 -4.2426 -0.47
O 0.6482 -0.3549 -3.3838 -0.01
C 1.2755 1.6428 -4.5038 -0.01
H -1.3343 -0.5484 -4.8486 0.09
H -0.6248 0.3902 -6.0983 0.09
H -1.4573 1.2614 -4.8241 0.09
H 0.8183 2.6210 -4.2351 0.07
H 1.4247 1.6892 -5.6089 0.11
H 2.2109 1.5428 -3.9616 0.06
C -5.0911 2.4451 4.4194 0.00
C -5.0671 2.7231 2.9076 -0.42
O -4.4989 1.9944 2.0981 0.03
C -5.9188 3.8769 2.3161 -0.01
H -4.4927 3.1736 4.9196 0.07
H -4.5892 1.5037 4.5811 0.07
H -6.0732 2.4647 4.8732 0.08
H -6.9498 3.5684 2.2460 0.08
H -5.5273 4.1320 1.3251 0.08
H -5.8569 4.7454 2.9629 0.07
C -1.6540 6.3629 -5.9722 -0.01
C -0.6031 5.7096 -6.8091 -0.55
O -0.5332 5.9684 -7.9513 0.08
C 0.2866 4.6129 -6.2514 -0.01
H -2.3541 6.8514 -6.6418 0.08
H -1.1983 7.0665 -5.2799 0.09
H -2.1131 5.5601 -5.3852 0.08
H 0.1855 4.4380 -5.1860 0.05
H 1.2815 4.7471 -6.6300 0.08
H -0.1956 3.6861 -6.6581 0.10
```

Values from the calculation:
LUMO = -0.38 eV
frontier orbital gap = 0.312 Ha
energy = -4556.5407 Ha
total charge = 0
strongest force on any atom = 3.72 eV/A
2S+1 = 1